1.
39
Properties=species:S:1:pos:R:3 method="wB97M-V/def2-TZVPD" lumo_energy_ha="0.00875 / -0.09245" s_squared=2.009 max_force_ev_per_a=0.49 relative_energy_ev=0.332 spin_multiplicity=3 charge=0 e_homo_ev="-7.366 / -8.302" homo_lumo_gap_ev="7.60 / 5.79"
Au -0.01618 -1.78508 -2.51155
C 2.95654 0.04937 0.84457
N 2.78387 0.94607 -0.29769
C 2.17459 2.19489 0.13172
N 0.92244 1.98810 0.83567
C 1.13509 1.07566 1.95894
N 1.71158 -0.19524 1.54760
C 0.78538 -1.03299 0.81325
P -0.21640 -0.20612 -0.53130
C 2.26062 0.37362 -1.44471
C -0.17622 1.59050 -0.00912
H 3.65262 0.51570 1.54493
H 3.37703 -0.89237 0.49611
H 2.01517 2.83292 -0.73583
H 2.86277 2.69007 0.82007
H 0.18574 0.90086 2.46882
H 1.82057 1.55554 2.65964
H 0.03268 -1.44011 1.49398
H 1.30900 -1.88624 0.38713
H 1.99962 1.03593 -2.26025
H 2.63206 -0.60900 -1.70714
H -1.10881 1.69955 0.55296
H -0.23912 2.23623 -0.88518
C -4.07183 -0.81724 -0.01538
C -2.80234 -0.30011 0.62973
C -2.55028 -0.93063 1.98489
O -1.74058 -0.63160 -0.29214
H -4.93533 -0.54895 0.59370
H -4.02421 -1.90269 -0.10609
H -4.19618 -0.38983 -1.00940
H -2.86018 0.78887 0.72139
H -2.38066 -2.00218 1.86736
H -3.42089 -0.78232 2.62442
H -1.69008 -0.48878 2.49020
N -0.56000 -4.04680 -0.42673
C -0.35523 -3.26633 -1.25170
S 1.34135 1.58033 -5.61048
C 0.86838 0.45222 -4.57584
N 0.51738 -0.35182 -3.79655

2.
33
Properties=species:S:1:pos:R:3 method="wB97M-V/def2-TZVPD" lumo_energy_ha="-0.09829 / -0.23919" s_squared=2.009 max_force_ev_per_a=8.85 relative_energy_ev=0.000 spin_multiplicity=3 charge=+1 e_homo_ev="-9.679 / -13.673" homo_lumo_gap_ev="7.00 / 7.16"
C 2.02774 0.03641 -1.73514
C 0.95894 0.87566 -1.74882
C -3.05064 -0.09143 0.42923
C -2.28439 -0.42959 1.70805
C -2.03174 0.63233 -0.52763
C -0.91767 0.22410 1.52799
C 1.74310 0.63256 0.45364
C 2.46575 -0.38605 -0.38709
C -0.63469 0.17769 0.00793
C 0.37473 1.55045 -2.78620
C 2.70833 -2.81361 -0.07432
N 0.53743 1.06173 -0.36489
O 1.93497 -1.64403 0.09518
Br 3.06429 -0.46372 -3.30554
H -3.43802 -0.95309 0.04756
H -3.78796 0.72465 0.59608
H -2.76510 -0.12669 2.61110
H -2.15389 -1.57106 1.73261
H -2.25042 0.25758 -1.42140
H -2.16746 1.76309 -0.43134
H -0.92774 1.17379 1.85171
H -0.20551 -0.33710 2.06204
H 1.41599 0.26604 1.41871
H 2.42014 1.51328 0.68826
H 3.51728 -0.38561 -0.33159
H -0.36112 -0.77598 -0.24250
H -0.46647 1.12327 -3.36282
H 1.14078 1.70646 -3.52188
H 0.02430 2.48830 -2.40584
H 1.90691 -3.38606 0.56322
H 3.63599 -3.03291 0.47465
H 2.68033 -3.26486 -1.08243
H 0.25764 2.01771 -0.17143

3.
40
Properties=species:S:1:pos:R:3 method="wB97M-V/def2-TZVPD" lumo_energy_ha="-0.31548 / -0.29390" s_squared=9.033 max_force_ev_per_a=11.03 spin_multiplicity=6 charge=+2 e_homo_ev="-15.441 / -15.441" homo_lumo_gap_ev="6.86 / 7.44"
C -0.27618 -4.21046 -4.84388
C -0.09235 -3.49201 -3.52753
H -1.34444 -4.35563 -5.03616
H 0.23290 -5.18025 -4.80828
H 0.17183 -3.61850 -5.64999
O -0.93195 -3.11665 -2.78161
Cl 1.64001 -3.23423 -3.17236
Dy -0.09676 0.12413 -0.07534
P -0.23972 2.19854 -1.79914
C -1.62194 3.28031 -1.71872
C 1.26271 3.15634 -1.62240
H 0.66393 0.76231 -3.52355
H -0.09045 2.27491 -4.14459
H -1.11122 0.88981 -3.62680
C -0.18671 1.45134 -3.43102
H 2.15066 2.51073 -1.66456
H 1.27120 3.87067 -2.45072
H -1.48715 4.01414 -2.51563
H -1.66366 3.77939 -0.74383
H 1.26151 3.69195 -0.66267
H -2.55717 2.72738 -1.86422
C -1.96935 1.01874 0.67178
O -2.97603 1.37160 1.15886
Cl 1.93169 -0.37581 -1.10682
C -1.25406 -2.10763 4.98306
N -0.34364 -1.29343 4.16006
C 0.76187 -0.73081 4.73583
C 1.60614 0.07313 4.01390
C 1.34587 0.35713 2.68232
N 0.27421 -0.21531 2.10936
C -0.62488 -1.05999 2.81357
O -1.60542 -1.53352 2.23872
N 2.10928 1.20334 1.95192
H -0.70205 -2.95330 5.40220
H -2.10161 -2.48305 4.40972
H -1.63195 -1.49518 5.80562
H 0.93716 -0.93198 5.78528
H 2.45826 0.52205 4.49343
H 2.91530 1.63941 2.36255
H 1.91413 1.47036 0.99161

4.
50
Properties=species:S:1:pos:R:3 method="wB97M-V/def2-TZVPD" lumo_energy_ha="-0.31365 / -0.40923" s_squared=0.758 max_force_ev_per_a=2.19 relative_energy_ev=4.473 spin_multiplicity=2 charge=+2 e_homo_ev="-14.535 / -14.529" homo_lumo_gap_ev="6.00 / 3.39"
Ir 0.21577 -0.06300 -0.16689
N -2.85141 3.15626 2.18170
C -2.07894 1.97461 1.62590
C -2.74209 0.70562 2.03186
P -2.01959 2.20466 -0.28626
O -0.84340 3.18855 -0.64121
O -3.36140 2.80111 -0.44845
O -1.59745 0.86616 -0.85348
P -0.17182 2.26543 2.03662
O -0.03565 1.53547 3.39937
O -0.22625 3.73200 2.15174
O 0.68665 1.60569 0.95399
H -3.51744 3.45988 1.45692
H -2.16321 3.90442 2.37960
H -3.35932 2.92384 3.03855
H -3.82255 0.77591 1.86078
H -2.57719 0.48396 3.09188
H -2.37551 -0.13553 1.45194
H -0.93086 4.11057 -0.35103
H 0.38095 0.64463 3.35337
N 0.40458 3.02400 -4.52332
C 0.32658 1.78133 -4.02277
C 0.62915 1.49147 -2.67450
N 0.54225 0.24585 -2.23230
C 0.17959 -0.74722 -3.05084
C -0.11759 -0.44098 -4.36953
N -0.04742 0.79265 -4.83488
H 0.69081 3.80818 -3.96709
H 0.16875 3.17408 -5.49042
H 0.92110 2.26954 -1.98582
H 0.14654 -1.75738 -2.68073
H -0.42327 -1.21615 -5.06053
N 3.28101 -4.91075 1.35822
C 2.73585 -3.89462 0.69701
C 3.34418 -2.62024 0.66079
C 2.69244 -1.58361 0.07234
N 1.46844 -1.71409 -0.51922
C 0.92389 -2.96913 -0.56678
C 1.51503 -4.04994 -0.00670
H 4.12056 -4.78434 1.89824
H 2.80322 -5.79356 1.42762
H 4.31641 -2.46284 1.10712
H 3.13811 -0.59824 0.04213
H -0.02300 -3.07332 -1.07789
H 1.03582 -5.01746 -0.06724
O -1.16178 -1.47218 3.41544
Cl -0.28687 -1.86329 2.36458
O 0.27587 -3.14403 2.54794
O -0.99180 -1.77962 1.05967
O 0.78228 -0.83436 2.21255

5.
41
Properties=species:S:1:pos:R:3 method="wB97M-V/def2-TZVPD" lumo_energy_ha="-0.17247 / -0.17471" max_force_ev_per_a=4.17 relative_energy_ev=0.000 charge=+1 e_homo_ev="-11.694 / -11.203" homo_lumo_gap_ev="7.00 / 6.45"
O 0.09287 5.19977 -3.52666
C 0.35158 4.49806 -4.40056
Mg 0.01641 -0.00674 -2.25705
C 0.82588 -1.94334 -3.22085
O 0.69237 -3.11295 -3.10757
C 1.41908 0.35027 -4.30152
O 1.76429 0.97366 -5.26587
C 1.83672 -1.03453 -3.84859
O 2.96783 -1.46739 -4.07422
C -2.01632 -0.74276 -3.02883
O -3.09872 -1.03303 -3.27182
H 0.45371 1.03209 -3.27640
C -1.27681 2.26294 0.55457
N -1.26743 0.93485 1.17971
C -2.18827 0.78960 2.30668
P 0.00614 -0.08980 0.98210
O 0.54759 0.04462 -0.42596
N 1.22260 0.13630 2.08013
C 2.55676 -0.37174 1.71179
C 1.28625 1.37560 2.86538
N -0.70186 -1.56925 1.29562
C -1.81507 -1.95445 0.40556
C 0.14258 -2.70723 1.66397
H -0.73225 3.00323 1.16643
H -2.32221 2.58839 0.45674
H -0.82790 2.23381 -0.44997
H -2.23519 -0.25747 2.62171
H -1.88268 1.41323 3.16044
H -3.18775 1.10865 1.98316
H 2.93775 0.09276 0.78837
H 3.23742 -0.12622 2.53553
H 2.53975 -1.46084 1.58407
H 1.48624 2.25883 2.23434
H 0.35500 1.53252 3.42254
H 2.11062 1.26756 3.57914
H -1.45849 -2.51155 -0.47639
H -2.48855 -2.60584 0.98223
H -2.38052 -1.07470 0.07026
H 0.75693 -3.06290 0.81987
H 0.79096 -2.43962 2.50411
H -0.51730 -3.52441 1.97782

6.
34
Properties=species:S:1:pos:R:3 method="wB97M-V/def2-TZVPD" lumo_energy_ha="-0.19741 / -0.19742" max_force_ev_per_a=5.24 relative_energy_ev=5.851 charge=+1 e_homo_ev="-11.809 / -11.809" homo_lumo_gap_ev="6.44 / 6.44"
C 0.14776 -1.36607 -2.13303
C 0.75244 -2.15700 -1.16310
C -0.99899 -0.69611 -1.92460
C 0.61001 -2.09544 0.20432
C -2.69997 0.16691 -0.45825
C -1.92097 -0.91661 -0.88765
C 0.11632 -1.05674 0.97020
C -2.39532 -2.32214 -0.61681
C 0.17065 0.46456 0.61456
C 1.20460 2.63337 0.80869
C 1.32788 1.17515 1.36905
N 1.19835 2.60027 -0.72278
N 2.64330 0.67264 1.08167
O -2.32871 1.38502 -0.92590
O -0.06484 -1.27488 2.28816
H 0.53512 -1.22924 -3.19612
H 1.56696 -3.05660 -1.31894
H -1.42897 0.00356 -2.68095
H 0.74631 -3.04787 0.74273
H -3.39375 -0.00083 0.39414
H -3.45133 -2.37823 -0.99171
H -2.49729 -2.30580 0.51521
H -1.92320 -3.19476 -0.94249
H 0.23085 0.73821 -0.40431
H -0.81521 0.80139 0.99172
H 0.29666 3.08328 1.16869
H 2.00817 3.21983 1.23447
H 1.14240 1.41100 2.42056
H -3.04488 2.01863 -0.68014
H 1.49572 3.57122 -0.89950
H 2.05428 2.20484 -0.97585
H 2.84179 -0.17590 1.62346
H 2.67240 0.33912 0.21751
H 0.22770 -2.23746 2.58486